No. 1
Density functional theory data (wB97M-V/def2-TZVPD) for C16H66Ba2NO18 as an isolated structure.

## Properties
Net charge: +1
HOMO-LUMO gap (eV): 6.843
HOMO energy (eV): -9.84

CARTESIAN COORDINATES (ANGSTROEM)
N 3.913 -2.868 -2.518
H 4.671 -3.464 -2.218
H 3.160 -3.378 -2.958
H 4.166 -2.063 -3.072
H 3.483 -2.549 -1.661
Ba 0.082 0.099 -0.667
Ba 4.186 0.802 -1.027
O 1.857 1.924 -1.033
H 1.771 2.312 -0.141
O 3.694 -0.304 -3.365
H 4.581 -0.445 -3.750
O 0.433 -1.184 1.940
C 0.944 -2.412 1.521
C 2.292 -2.379 0.654
O 2.413 -1.527 -0.477
H 0.203 -2.978 0.956
H 1.177 -3.067 2.361
H 2.449 -3.406 0.324
H 3.097 -2.069 1.321
C -0.943 0.900 4.624
O -0.210 1.179 3.427
H -2.013 0.835 4.429
H -0.537 0.055 5.181
H -0.786 1.807 5.209
H -0.113 0.354 2.946
C -4.171 3.361 0.381
O -4.369 2.165 -0.366
H -3.347 3.227 1.082
H -3.929 4.194 -0.279
H -5.106 3.647 0.863
H -5.281 2.115 -0.661
C 1.414 3.980 -3.767
O 0.850 3.977 -2.467
H 2.497 3.858 -3.753
H 1.118 3.162 -4.424
H 1.195 4.950 -4.212
H 1.234 3.253 -1.968
C 3.033 2.183 2.480
O 3.149 1.015 1.734
H 2.962 1.884 3.525
H 3.856 2.866 2.269
H 2.076 2.656 2.259
H 2.561 0.373 2.139
C 3.000 -2.189 4.496
O 2.027 -1.187 4.459
H 2.425 -3.114 4.513
H 3.619 -2.154 3.599
H 3.590 -2.145 5.412
H 1.646 -1.184 3.578
C -4.311 -1.318 -2.888
O -3.755 -2.599 -2.601
H -4.946 -0.993 -2.063
H -3.552 -0.536 -2.913
H -4.879 -1.386 -3.816
H -4.478 -3.230 -2.639
C 0.115 -0.256 -4.394
O 0.949 -0.283 -3.244
H 0.196 0.665 -4.970
H 0.415 -1.098 -5.018
H -0.927 -0.455 -4.145
H 1.898 -0.311 -3.384
C -3.142 -0.932 0.638
O -2.645 0.079 -0.264
H -2.854 -0.567 1.624
H -4.214 -1.122 0.581
H -2.625 -1.870 0.437
H -3.274 0.804 -0.263
C -2.760 -4.731 0.861
O -2.575 -6.026 1.358
H -3.183 -4.203 1.716
H -1.873 -4.229 0.475
H -3.497 -4.697 0.058
H -1.922 -6.458 0.802
C -0.184 3.606 0.953
O -0.315 2.236 0.943
H 0.836 3.886 0.689
H -0.817 4.044 0.181
H -0.545 4.172 1.812
H -0.431 1.977 1.860
C 4.010 4.894 -0.032
O 3.968 3.613 -0.686
H 3.172 5.035 0.651
H 4.890 5.061 0.590
H 3.989 5.548 -0.903
H 3.072 3.475 -1.001
C -1.055 -2.843 4.836
O -1.726 -2.197 3.771
H -0.424 -3.623 4.409
H -0.396 -2.223 5.444
H -1.711 -3.323 5.563
H -1.098 -1.995 3.074
C -0.629 -3.074 -2.504
O -1.303 -2.062 -1.748
H -0.962 -3.093 -3.542
H 0.447 -2.912 -2.448
H -0.764 -4.040 -2.017
H -2.246 -2.233 -1.795
C -2.306 2.437 -2.919
O -1.124 2.089 -2.229
H -2.876 3.324 -2.642
H -2.160 2.502 -3.997
H -3.049 1.649 -2.799
H -0.443 2.753 -2.363

No. 2
Density functional theory data (wB97M-V/def2-TZVPD) for C16H69FInN33O17P as an isolated structure.

## Properties
Net charge: -1
HOMO-LUMO gap (eV): 4.924
HOMO energy (eV): -3.35

CARTESIAN COORDINATES (ANGSTROEM)
N -0.516 -3.571 1.967
P -0.069 -2.054 1.205
O 0.477 -1.080 2.488
In 1.961 -2.695 -0.216
F 1.499 -4.561 -1.059
H -1.488 -3.759 1.783
H 0.027 -4.319 1.563
H 0.604 -1.618 3.279
H 3.387 -2.848 0.842
H 2.168 -1.604 -1.594
C 1.772 -0.423 5.852
O 1.153 -1.092 5.050
N 1.149 0.337 6.809
N 3.138 -0.374 5.856
H 1.636 0.896 7.481
H 0.149 0.318 6.824
H 3.616 -0.914 5.156
H 3.675 0.165 6.505
C 6.297 -4.610 1.162
O 6.612 -3.750 1.969
N 5.201 -5.406 1.322
N 7.031 -4.850 0.031
H 4.929 -6.118 0.674
H 4.627 -5.240 2.125
H 7.837 -4.276 -0.120
H 6.790 -5.540 -0.652
C -2.612 0.983 -0.736
O -2.034 0.458 -1.676
N -2.273 0.791 0.566
N -3.679 1.831 -0.930
H -2.763 1.239 1.323
H -1.502 0.165 0.777
H -3.966 1.998 -1.874
H -4.174 2.273 -0.181
C 2.758 1.796 0.476
O 3.775 1.178 0.783
N 2.807 3.088 0.033
N 1.513 1.268 0.589
H 1.994 3.620 -0.205
H 3.710 3.517 -0.037
H 1.434 0.322 0.924
H 0.674 1.768 0.363
C 4.084 4.122 3.240
O 4.574 4.586 2.213
N 3.942 4.886 4.370
N 3.656 2.840 3.346
H 3.547 4.543 5.222
H 4.248 5.839 4.325
H 3.750 2.232 2.535
H 3.263 2.461 4.185
C 8.368 6.231 1.690
O 9.583 6.201 1.521
N 7.658 7.398 1.628
N 7.628 5.125 1.968
H 6.665 7.453 1.761
H 8.170 8.238 1.416
H 8.112 4.250 2.027
H 6.629 5.140 2.111
C 2.894 -2.547 -5.224
O 3.476 -1.720 -5.929
N 1.950 -3.384 -5.746
N 3.141 -2.696 -3.899
H 1.463 -4.079 -5.215
H 1.755 -3.286 -6.724
H 3.817 -2.087 -3.484
H 2.670 -3.361 -3.310
C 2.078 -3.265 -9.848
O 1.356 -3.946 -9.135
N 1.831 -3.101 -11.186
N 3.172 -2.609 -9.364
H 2.402 -2.544 -11.791
H 1.030 -3.565 -11.564
H 3.364 -2.682 -8.378
H 3.768 -2.037 -9.928
C 7.149 8.742 5.706
O 6.266 9.542 5.432
N 7.723 7.933 4.771
N 7.626 8.596 6.982
H 8.444 7.269 4.978
H 7.400 8.012 3.822
H 7.223 9.177 7.691
H 8.347 7.949 7.235
C -4.533 -4.890 2.495
O -3.396 -4.524 2.265
N -4.965 -6.153 2.204
N -5.474 -4.058 3.038
H -5.899 -6.473 2.368
H -4.298 -6.781 1.800
H -5.184 -3.124 3.261
H -6.421 -4.330 3.218
C -6.063 -3.093 -0.971
O -7.204 -3.105 -0.499
N -5.843 -2.896 -2.298
N -4.959 -3.289 -0.204
H -4.927 -2.882 -2.706
H -6.653 -2.756 -2.887
H -5.099 -3.433 0.776
H -4.022 -3.295 -0.565
C 9.928 9.582 -0.887
O 8.795 9.591 -0.433
N 10.189 9.896 -2.192
N 11.016 9.248 -0.134
H 11.105 9.889 -2.593
H 9.407 10.136 -2.770
H 10.851 8.980 0.817
H 11.950 9.222 -0.490
C -4.180 2.667 3.874
O -3.558 2.114 2.984
N -3.866 2.488 5.192
N -5.232 3.503 3.626
H -4.356 2.927 5.945
H -3.098 1.878 5.397
H -5.485 3.650 2.669
H -5.755 3.967 4.342
C -9.224 -3.046 -4.305
O -8.417 -2.357 -3.693
N -9.575 -4.291 -3.875
N -9.824 -2.626 -5.454
H -10.232 -4.894 -4.350
H -9.161 -4.607 -3.017
H -9.581 -1.714 -5.791
H -10.485 -3.176 -5.966
C -9.859 -0.028 -0.115
O -10.728 0.760 -0.475
N -9.272 -0.923 -0.948
N -9.404 -0.064 1.178
H -8.559 -1.573 -0.655
H -9.566 -0.931 -1.905
H -9.810 0.581 1.825
H -8.693 -0.695 1.493
C -9.635 -7.728 -4.679
O -10.586 -7.001 -4.945
N -9.698 -9.086 -4.811
N -8.451 -7.228 -4.230
H -8.936 -9.699 -4.600
H -10.561 -9.475 -5.138
H -8.405 -6.232 -4.136
H -7.653 -7.787 -3.999

What did the first record say?
Density functional theory data (wB97M-V/def2-TZVPD) for C16H66Ba2NO18 as an isolated structure.

## Properties
Net charge: +1
HOMO-LUMO gap (eV): 6.843
HOMO energy (eV): -9.84

CARTESIAN COORDINATES (ANGSTROEM)
N 3.913 -2.868 -2.518
H 4.671 -3.464 -2.218
H 3.160 -3.378 -2.958
H 4.166 -2.063 -3.072
H 3.483 -2.549 -1.661
Ba 0.082 0.099 -0.667
Ba 4.186 0.802 -1.027
O 1.857 1.924 -1.033
H 1.771 2.312 -0.141
O 3.694 -0.304 -3.365
H 4.581 -0.445 -3.750
O 0.433 -1.184 1.940
C 0.944 -2.412 1.521
C 2.292 -2.379 0.654
O 2.413 -1.527 -0.477
H 0.203 -2.978 0.956
H 1.177 -3.067 2.361
H 2.449 -3.406 0.324
H 3.097 -2.069 1.321
C -0.943 0.900 4.624
O -0.210 1.179 3.427
H -2.013 0.835 4.429
H -0.537 0.055 5.181
H -0.786 1.807 5.209
H -0.113 0.354 2.946
C -4.171 3.361 0.381
O -4.369 2.165 -0.366
H -3.347 3.227 1.082
H -3.929 4.194 -0.279
H -5.106 3.647 0.863
H -5.281 2.115 -0.661
C 1.414 3.980 -3.767
O 0.850 3.977 -2.467
H 2.497 3.858 -3.753
H 1.118 3.162 -4.424
H 1.195 4.950 -4.212
H 1.234 3.253 -1.968
C 3.033 2.183 2.480
O 3.149 1.015 1.734
H 2.962 1.884 3.525
H 3.856 2.866 2.269
H 2.076 2.656 2.259
H 2.561 0.373 2.139
C 3.000 -2.189 4.496
O 2.027 -1.187 4.459
H 2.425 -3.114 4.513
H 3.619 -2.154 3.599
H 3.590 -2.145 5.412
H 1.646 -1.184 3.578
C -4.311 -1.318 -2.888
O -3.755 -2.599 -2.601
H -4.946 -0.993 -2.063
H -3.552 -0.536 -2.913
H -4.879 -1.386 -3.816
H -4.478 -3.230 -2.639
C 0.115 -0.256 -4.394
O 0.949 -0.283 -3.244
H 0.196 0.665 -4.970
H 0.415 -1.098 -5.018
H -0.927 -0.455 -4.145
H 1.898 -0.311 -3.384
C -3.142 -0.932 0.638
O -2.645 0.079 -0.264
H -2.854 -0.567 1.624
H -4.214 -1.122 0.581
H -2.625 -1.870 0.437
H -3.274 0.804 -0.263
C -2.760 -4.731 0.861
O -2.575 -6.026 1.358
H -3.183 -4.203 1.716
H -1.873 -4.229 0.475
H -3.497 -4.697 0.058
H -1.922 -6.458 0.802
C -0.184 3.606 0.953
O -0.315 2.236 0.943
H 0.836 3.886 0.689
H -0.817 4.044 0.181
H -0.545 4.172 1.812
H -0.431 1.977 1.860
C 4.010 4.894 -0.032
O 3.968 3.613 -0.686
H 3.172 5.035 0.651
H 4.890 5.061 0.590
H 3.989 5.548 -0.903
H 3.072 3.475 -1.001
C -1.055 -2.843 4.836
O -1.726 -2.197 3.771
H -0.424 -3.623 4.409
H -0.396 -2.223 5.444
H -1.711 -3.323 5.563
H -1.098 -1.995 3.074
C -0.629 -3.074 -2.504
O -1.303 -2.062 -1.748
H -0.962 -3.093 -3.542
H 0.447 -2.912 -2.448
H -0.764 -4.040 -2.017
H -2.246 -2.233 -1.795
C -2.306 2.437 -2.919
O -1.124 2.089 -2.229
H -2.876 3.324 -2.642
H -2.160 2.502 -3.997
H -3.049 1.649 -2.799
H -0.443 2.753 -2.363